Entry 1:
The following is a DFT calculation (ωB97M-V/def2-TZVPD) of a molecular structure, C23H37O2Os in a non-equilibrium geometry.

```
! RIJCOSX wB97M-V def2-TZVPD def2/J DEFGRID3
* xyz 1 5
O -0.3978 0.4671 -0.5401
C 0.7511 0.2851 -1.4184
C 0.0524 1.1144 -2.5062
H 0.8972 -0.7818 -1.6193
H 1.6535 0.7471 -1.0023
C -1.0630 1.3857 -1.4629
H -0.3272 0.4719 -3.2859
H 0.6099 1.9773 -2.8762
C -2.4436 0.8206 -1.6903
H -2.3688 -0.2537 -1.9135
H -2.9897 1.3409 -2.4918
H -3.0255 0.9211 -0.7590
C -1.1233 2.8337 -1.0408
H -0.1270 3.2724 -0.8904
H -1.7144 2.9817 -0.1244
H -1.6261 3.4326 -1.8244
Os -0.5482 1.2132 3.1066
C 0.2843 2.8227 4.2193
C 1.2434 1.7671 4.1854
C 1.6009 1.5382 2.8330
H 1.5794 1.1847 5.0380
C 0.8824 2.4542 2.0183
C 0.0626 3.2512 2.8751
H -0.6504 3.9950 2.5517
H -0.2144 3.2006 5.0979
H 2.2482 0.7521 2.4640
H 0.9180 2.5057 0.9394
C -2.0358 0.4386 4.4394
C -2.5378 1.5901 3.7633
C -2.5829 1.2968 2.3712
H -2.7930 2.5353 4.2205
C -2.0954 -0.0270 2.1844
C -1.7588 -0.5577 3.4573
H -1.3042 -1.5249 3.6384
H -1.8378 0.3607 5.4984
H -2.8829 1.9784 1.5850
H -1.9408 -0.5135 1.2305
O 0.2911 -0.4402 -4.6506
C -0.2758 0.3924 -5.7165
C 0.1246 -0.1702 -7.0723
H 0.1112 1.4171 -5.5930
H -1.3705 0.4069 -5.5991
C 1.1180 -1.3120 -6.7569
H 0.5943 0.5870 -7.6948
H -0.7484 -0.5659 -7.5974
C 1.0172 -1.5358 -5.2479
H 2.1304 -1.0013 -7.0373
H 0.8599 -2.2076 -7.3202
H 2.0059 -1.5959 -4.7859
H 0.4509 -2.4580 -5.0562
C 2.9298 -3.7855 3.1138
C 1.5917 -3.3367 2.4993
C 0.4080 -3.8069 3.3682
C 1.5891 -1.8827 2.3167
H 3.0791 -3.3419 4.1066
H 3.7514 -3.4811 2.4615
H 2.9453 -4.8759 3.2068
H 1.4913 -3.8066 1.5022
H 0.3805 -3.2660 4.3222
H -0.5368 -3.6412 2.8421
H 0.4923 -4.8763 3.5859
H 1.0226 -1.4139 1.5174
H 2.1523 -1.2797 3.0141
*
```

The HOMO-LUMO gap (spin up / spin down) is 6.083 / 6.144 eV. The LUMO energy (spin up / spin down) comes out at -2.05 / -5.61 eV. Its expectation value of S² is 6.015. The HOMO energy (spin up / spin down) is -8.137 / -11.749 eV.



Entry 2:
The following is a DFT calculation (ωB97M-V/def2-TZVPD) of a gas-phase ion, FN2O3S (charge -1) in a non-equilibrium geometry.

```
! RIJCOSX wB97M-V def2-TZVPD def2/J DEFGRID3
* xyz -1 1
O -1.4863 -1.3407 0.1874
N -1.4651 -0.1624 -0.0033
O -2.4980 0.4604 -0.2326
S -0.1280 0.8962 -0.1373
N 1.5059 0.5229 -0.0888
O 2.0297 -0.7227 -0.9369
F 2.0418 0.3463 1.2116
*
```

The HOMO-LUMO gap is 7.971 eV. The LUMO energy comes out at 3.88 eV. Its SMILES is O=[N+]([O-])SN([O-])F. The HOMO energy is -4.089 eV.



Entry 3:
The following is a DFT calculation (ωB97M-V/def2-TZVPD) of a molecular structure, C18H39AsINO5Re in a non-equilibrium geometry.

```
! RIJCOSX wB97M-V def2-TZVPD def2/J DEFGRID3
* xyz 2 2
Re 0.0921 -0.0081 0.2439
C 3.6161 0.0956 0.4464
C 3.2168 1.3008 -0.3654
O 1.9854 1.7466 0.1880
C 1.5649 3.0475 -0.2379
C 0.5897 3.5149 0.7942
O -0.3377 2.4420 0.9746
C -0.7477 2.2604 2.3349
C 0.3009 1.5264 3.1290
O 0.6574 0.3207 2.4278
C 1.8829 -0.2559 2.9386
C 2.3686 -1.2939 1.9681
O 2.4555 -0.7215 0.6498
H 4.0236 0.4063 1.4087
H 4.3794 -0.4824 -0.0779
H 3.0976 1.0496 -1.4223
H 3.9803 2.0767 -0.2810
H 1.0850 2.9813 -1.2188
H 2.4160 3.7274 -0.3059
H 0.0654 4.4086 0.4488
H 1.1006 3.7514 1.7290
H -1.6658 1.6811 2.3030
H -0.9605 3.2263 2.7965
H -0.0886 1.2718 4.1167
H 1.1953 2.1403 3.2596
H 1.7018 -0.7232 3.9087
H 2.6055 0.5515 3.0763
H 1.6441 -2.0893 1.8950
H 3.3256 -1.7144 2.2799
N -1.3626 -3.1899 -0.4879
C -0.5714 -3.1574 0.5736
O -0.2046 -2.0803 1.0999
C -0.0839 -4.4584 1.1254
I 1.8351 -4.8548 0.2815
H -1.7338 -2.3167 -0.8343
H -1.6976 -4.0578 -0.8741
H -0.7232 -5.2973 0.8706
H 0.0579 -4.3890 2.1981
C -0.8172 -1.4925 -3.3588
As 0.4391 -0.6008 -2.1818
C 1.9388 -1.8042 -2.3906
C 0.8728 0.8782 -3.3548
H -0.2347 -1.8458 -4.2089
H -1.5719 -0.7979 -3.7126
H -1.2938 -2.3469 -2.8907
H 2.2508 -1.7840 -3.4339
H 1.6144 -2.8107 -2.1321
H 2.7736 -1.5337 -1.7506
H 1.0823 0.4818 -4.3476
H 1.7402 1.4372 -3.0138
H 0.0158 1.5479 -3.4174
C -3.0651 0.1979 -1.6532
C -3.0592 0.4705 -0.1501
C -3.1904 1.9973 0.0283
C -4.2494 -0.2190 0.5174
C -1.7534 -0.0203 0.4898
H -3.9852 0.5829 -2.0947
H -3.0223 -0.8732 -1.8662
H -2.2185 0.6918 -2.1306
H -4.0590 2.3410 -0.5355
H -2.3083 2.5136 -0.3418
H -3.3458 2.2693 1.0734
H -5.1839 0.1412 0.0849
H -4.2752 -0.0114 1.5891
H -4.2125 -1.3036 0.3819
H -1.9483 -0.5440 1.4398
*
```

The HOMO-LUMO gap (spin up / spin down) is 8.446 / 7.663 eV. The LUMO energy (spin up / spin down) comes out at -5.80 / -6.31 eV. Its expectation value of S² is 0.778. The HOMO energy (spin up / spin down) is -14.244 / -13.971 eV.



Entry 4:
The following is a DFT calculation (ωB97M-V/def2-TZVPD) of a single C4H3N3O molecule in a non-equilibrium geometry.

```
! RIJCOSX wB97M-V def2-TZVPD def2/J DEFGRID3
* xyz 0 1
H -2.7363 1.1281 0.4227
N -2.5616 0.4019 1.1106
C -1.3341 0.0776 0.9541
N -0.4634 -0.8879 1.3997
N 0.5531 -1.0205 0.5648
C 0.4783 -0.1346 -0.3192
C 1.5354 0.2662 -1.3408
C 2.4551 0.4224 -2.1104
O -0.7260 0.5534 -0.2340
H -0.5889 -1.4140 2.1574
H 3.3884 0.6072 -2.6051
*
```

The HOMO-LUMO gap is 9.586 eV. The LUMO energy comes out at 0.65 eV. Its SMILES is [H]/N=c1/[nH]nc(C#C)o1. The HOMO energy is -8.932 eV.



Entry 5:
The following is a DFT calculation (ωB97M-V/def2-TZVPD) of a single C3H10NOP molecule in a non-equilibrium geometry.

```
! RIJCOSX wB97M-V def2-TZVPD def2/J DEFGRID3
* xyz 0 1
C 0.5933 -1.9083 0.3532
N 0.2635 -0.5634 -0.0972
C 1.2452 0.1004 -0.8623
P -1.3798 -0.1772 -0.3833
C -1.7739 1.3742 0.4887
O -2.3939 -1.2368 -0.1047
H 0.9793 -1.8851 1.3323
H -0.3968 -2.5450 0.4280
H 1.1491 -2.4844 -0.4173
H 0.8817 0.9892 -1.4596
H 2.0444 0.4459 -0.2754
H 1.7386 -0.4640 -1.7439
H -1.3972 0.1835 -1.7956
H -1.3751 1.0598 1.4626
H -1.2916 2.2314 0.2232
H -2.8635 1.6589 0.5279
*
```

The HOMO-LUMO gap is 10.252 eV. The LUMO energy comes out at 0.89 eV. Its SMILES is CN(C)[P@H](C)=O. The HOMO energy is -9.360 eV.



Entry 6:
The following is a DFT calculation (ωB97M-V/def2-TZVPD) of 2 unconnected molecules or ions with the total composition C5H14O in a non-equilibrium geometry.

```
! RIJCOSX wB97M-V def2-TZVPD def2/J DEFGRID3
* xyz 0 1
C 0.0659 0.1897 -1.0504
C 0.8131 1.4309 -0.5743
C 2.0187 1.7569 -1.4393
O -0.1457 2.4936 -0.5111
H -0.2719 0.2334 -2.0866
H -0.8362 0.0400 -0.4735
H 0.7165 -0.6904 -1.0503
H 1.0370 1.1836 0.4696
H 2.9422 1.3424 -1.0464
H 1.8479 1.3316 -2.4278
H 2.1623 2.8362 -1.4973
H 0.1864 3.2690 -0.9735
C -1.7127 -2.1067 0.9491
C -0.9423 -1.6950 2.2102
H -2.3609 -2.9524 1.1862
H -2.3110 -1.3109 0.5239
H -1.0242 -2.5430 0.2239
H -1.4681 -1.9911 3.1161
H 0.0269 -2.1932 2.2717
H -0.7440 -0.6244 2.1798
*
```

The HOMO-LUMO gap is 11.089 eV. The LUMO energy comes out at 1.02 eV. Its SMILES is CC(C)O.CC. The HOMO energy is -10.072 eV.



Sequential DFT total energy output: -1139.1931; -833.0606; -3751.3226; -393.6072; -591.6458; -274.1148 Eh
Sequential energy above the lowest of the compared OMol25 structures with the same formula, charge and spin output: 0.0; 64.0; 32.3; 70.4; 23.1; 17.1 kcal per mole